A 14-piece molecular cluster, C70H89N16O2S overall in a non-equilibrium geometry. Source: the Open Molecules 2025 dataset; level of theory: ωB97M-V with the def2-TZVPD basis set.

```
178
Properties=species:S:1:pos:R:3
C 3.26791 -1.83503 -1.50910
C 3.69587 -1.97422 0.02071
C 4.02926 -3.50918 0.41639
C 5.49342 -3.49208 1.01621
C 5.71995 -3.36605 2.45163
N 7.16633 -3.34866 2.51188
C 7.95520 -3.19398 3.75853
C 7.13163 -2.63120 4.97711
C 6.50890 -1.18809 4.73630
S 7.55198 0.20682 5.34768
C 7.70582 -3.49604 1.24842
N 9.09943 -3.57078 0.85560
C 9.40468 -2.45287 0.32721
O 9.72984 -1.50039 -0.22578
N 6.70045 -3.58944 0.28318
C 6.76072 -3.73691 -1.18360
O 2.76097 -1.35679 0.92667
C 3.42635 -0.55822 1.93743
C 3.49227 0.95210 1.52570
C 4.64052 1.62857 0.87658
C 4.60178 3.07443 0.47358
C 3.37698 3.90988 0.72827
C 2.23011 3.24975 1.42428
C 2.28572 1.80501 1.80768
H 4.11634 -2.24364 -2.15129
H 2.37733 -2.49573 -1.73793
H 3.11174 -0.76704 -1.82673
H 4.66394 -1.37873 0.10705
H 3.29173 -3.84106 1.19949
H 3.94443 -4.15116 -0.50400
H 5.00845 -3.29196 3.31158
H 8.77515 -2.43360 3.53949
H 8.51238 -4.15533 3.99741
H 6.28412 -3.34017 5.21143
H 7.82797 -2.53120 5.86857
H 6.17825 -1.01162 3.66186
H 5.54455 -1.15605 5.33918
H 7.49978 1.11491 4.29693
H 7.46396 -4.53472 -1.54552
H 7.06243 -2.74584 -1.62890
H 5.74055 -3.97409 -1.61820
H 2.78278 -0.63612 2.87002
H 4.44896 -0.93471 2.22092
H 5.59285 1.06185 0.66337
H 5.47958 3.56460 -0.03413
H 3.36272 4.98777 0.41640
H 1.30339 3.85177 1.64508
H 1.36667 1.39694 2.31908
N 3.73494 2.06458 -2.63382
C 4.17775 1.18406 -3.58456
C 3.84837 1.68874 -4.81676
C 3.18721 2.92375 -4.60346
C 3.13476 3.13042 -3.24710
H 3.83649 1.94651 -1.63794
H 4.68663 0.27524 -3.30168
H 4.06067 1.22244 -5.76687
H 2.79423 3.58730 -5.35826
H 2.72195 3.94094 -2.66728
N 1.95784 -3.56167 4.84975
C 1.69249 -4.61129 5.68769
C 2.34416 -4.38237 6.87327
C 3.02481 -3.14434 6.75039
C 2.76657 -2.65977 5.49316
H 1.61188 -3.46689 3.90927
H 1.06552 -5.42862 5.36816
H 2.33167 -5.03183 7.73463
H 3.63440 -2.66233 7.49965
H 3.08693 -1.75398 5.00028
N 0.03037 -1.92273 1.23017
C -0.85277 -2.44542 0.32538
C -2.11689 -2.33529 0.85372
C -1.98947 -1.71779 2.12242
C -0.65244 -1.47293 2.32549
H 1.03411 -1.87317 1.10952
H -0.50705 -2.85040 -0.61329
H -3.03080 -2.66059 0.38015
H -2.78740 -1.47834 2.81020
H -0.13051 -1.01863 3.15384
N -1.45090 -0.25386 -2.08039
C -1.03302 -1.14169 -3.03629
C -1.36057 -0.62684 -4.26497
C -1.99484 0.62096 -4.04390
C -2.03378 0.82555 -2.68766
H -1.34501 -0.37654 -1.08652
H -0.54150 -2.06124 -2.76021
H -1.16501 -1.09459 -5.21800
H -2.37926 1.29402 -4.79475
H -2.42603 1.64339 -2.10369
N 7.28199 5.12410 -6.31993
C 6.00397 4.64847 -6.19504
C 5.31773 4.97728 -7.33610
C 6.21696 5.67289 -8.18471
C 7.42083 5.74555 -7.53256
H 8.00643 5.03100 -5.62913
H 5.69417 4.12000 -5.30685
H 4.28408 4.74310 -7.53990
H 6.00512 6.07435 -9.16367
H 8.36149 6.18519 -7.82433
N -2.27808 1.64523 2.39188
C -2.39860 2.98180 2.11655
C -2.02016 3.68087 3.23534
C -1.65102 2.73114 4.22296
C -1.81755 1.48489 3.67343
H -2.49312 0.89625 1.75247
H -2.74399 3.31836 1.15174
H -2.00868 4.75542 3.33331
H -1.30213 2.93797 5.22309
H -1.65055 0.50086 4.08112
N -5.05785 1.55769 3.70565
C -5.94188 1.03476 2.80070
C -7.20375 1.14616 3.32777
C -7.07609 1.76505 4.59650
C -5.74092 2.00930 4.80008
H -4.05686 1.60330 3.58299
H -5.59734 0.62809 1.86238
H -8.11686 0.82028 2.85361
H -7.87241 2.00543 5.28339
H -5.21977 2.46345 5.62816
N -2.43587 0.84540 -8.13149
C -1.90734 -0.39595 -8.37745
C -2.92194 -1.31402 -8.28365
C -4.10849 -0.60190 -7.97540
C -3.77854 0.72695 -7.89070
H -1.91814 1.70842 -8.12922
H -0.85690 -0.51641 -8.59562
H -2.82302 -2.37957 -8.42254
H -5.09414 -1.01671 -7.83245
H -4.38072 1.59645 -7.67940
N -10.12365 3.03028 6.92619
C -9.20781 2.91512 7.93731
C -9.76175 3.45031 9.07204
C -11.06398 3.90065 8.73433
C -11.25949 3.62547 7.40533
H -9.98427 2.72443 5.97821
H -8.24346 2.46482 7.76149
H -9.28474 3.51057 10.03838
H -11.77787 4.37312 9.39219
H -12.10556 3.80213 6.76027
N -3.00508 -5.37034 -0.65511
C -2.47799 -6.61036 -0.89978
C -3.49256 -7.52795 -0.80245
C -4.67850 -6.81484 -0.49286
C -4.34729 -5.48659 -0.41112
H -2.48744 -4.50893 -0.65521
H -1.42899 -6.73173 -1.11994
H -3.39426 -8.59374 -0.93972
H -5.66420 -7.22883 -0.34707
H -4.94862 -4.61622 -0.19981
N -1.83992 0.47649 -11.44500
C -1.42101 -0.40924 -12.39999
C -1.74629 0.10736 -13.62894
C -2.38095 1.35556 -13.40704
C -2.42164 1.55721 -12.05047
H -1.73546 0.35238 -10.44916
H -0.93022 -1.32913 -12.12331
H -1.54902 -0.35941 -14.58172
H -2.76425 2.03041 -14.15691
H -2.81453 2.37376 -11.46513
N -12.56452 4.82107 12.45299
C -13.66322 4.24763 11.87146
C -14.77890 4.87214 12.36734
C -14.33681 5.86477 13.27917
C -12.96663 5.81128 13.30880
H -11.61008 4.55649 12.27804
H -13.55565 3.44565 11.15798
H -15.79976 4.64255 12.10359
H -14.95376 6.54243 13.84895
H -12.24483 6.38938 13.86386
N 5.51762 -2.02828 -5.42612
C 4.37164 -1.76490 -6.12919
C 4.52251 -2.27904 -7.39085
C 5.80605 -2.88146 -7.45188
C 6.39551 -2.71377 -6.22574
H 5.68775 -1.76077 -4.47276
H 3.55163 -1.23408 -5.67059
H 3.79179 -2.22945 -8.18313
H 6.24716 -3.38182 -8.30000
H 7.36062 -3.01994 -5.85332
```

Calculated values
- LUMO: -3.3712 eV
- Largest force on an atom: 5.06 eV/Å
- 2S+1: 1
- Charge: +1

Atom charges from the Löwdin analysis, given in e for atoms 1 to 99:
1 C -0.016
2 C -0.337
3 C -0.027
4 C -0.133
5 C 0.071
6 N 0.005
7 C -0.120
8 C -0.223
9 C -0.580
10 S 0.689
11 C -0.194
12 N 0.218
13 C -0.229
14 O 0.274
15 N 0.011
16 C 0.017
17 O -0.179
18 C -0.151
19 C -0.154
20 C -0.059
21 C -0.083
22 C -0.054
23 C -0.045
24 C -0.005
25 H 0.071
26 H 0.093
27 H 0.075
28 H 0.134
29 H 0.132
30 H 0.116
31 H 0.142
32 H 0.139
33 H 0.151
34 H 0.109
35 H 0.123
36 H 0.056
37 H 0.063
38 H -0.125
39 H 0.122
40 H 0.111
41 H 0.101
42 H 0.123
43 H 0.097
44 H 0.097
45 H 0.104
46 H 0.104
47 H 0.101
48 H 0.101
49 N 0.014
50 C -0.163
51 C -0.109
52 C -0.108
53 C -0.124
54 H 0.096
55 H 0.080
56 H 0.091
57 H 0.097
58 H 0.108
59 N 0.002
60 C -0.124
61 C -0.096
62 C -0.108
63 C -0.172
64 H 0.130
65 H 0.114
66 H 0.099
67 H 0.096
68 H 0.082
69 N 0.031
70 C -0.155
71 C -0.100
72 C -0.110
73 C -0.147
74 H 0.095
75 H 0.097
76 H 0.093
77 H 0.102
78 H 0.099
79 N 0.006
80 C -0.153
81 C -0.102
82 C -0.104
83 C -0.137
84 H 0.111
85 H 0.084
86 H 0.087
87 H 0.087
88 H 0.102
89 N -0.003
90 C -0.146
91 C -0.114
92 C -0.112
93 C -0.143
94 H 0.142
95 H 0.089
96 H 0.086
97 H 0.092
98 H 0.106
99 N -0.005



An isolated molecule of C4H4N2O in a non-equilibrium geometry. Source: the Open Molecules 2025 dataset; level of theory: ωB97M-V with the def2-TZVPD basis set.

```
11
Properties=species:S:1:pos:R:3
C -0.06553 0.26244 -1.68272
C 0.21989 0.96339 -0.64056
C -0.09786 -0.39996 1.46332
C -0.43808 -1.54022 0.61484
H -0.19487 -0.87746 -1.39675
H -0.06891 0.51416 -2.71320
H 0.00576 2.18998 -0.74683
H 0.88657 1.38697 1.37393
N 0.44520 0.62384 0.71834
N -0.44306 -2.72194 0.34006
O -0.24912 -0.40120 2.66959
```

Calculated values
- Energy relative to the best compared isomer or geometry (same formula, charge and spin): 63.56 kcal/mol
- LUMO: -0.2641 eV
- Largest force on an atom: 7.72 eV/Å
- SMILES: C=CNC(=O)C#N
- 2S+1: 1
- Charge: 0

Charges computed using Löwdin, reported in e:
1 C -0.010
2 C -0.245
3 C -0.495
4 C -0.102
5 H 0.076
6 H 0.052
7 H 0.171
8 H 0.204
9 N 0.048
10 N 0.194
11 O 0.107



A 7-piece molecular cluster, C8H31NO7 overall in a non-equilibrium geometry. Source: the Open Molecules 2025 dataset; level of theory: ωB97M-V with the def2-TZVPD basis set.

```
47
Properties=species:S:1:pos:R:3
O -0.93388 2.85320 3.03021
H -0.97109 3.13022 2.11472
H -0.00338 2.70436 3.19828
O -0.59731 3.83982 0.42646
H -0.09181 4.64750 0.33507
H -1.06780 3.75601 -0.40290
O 2.06651 2.66086 2.76904
H 2.91844 2.28294 2.98729
H 2.27472 3.49468 2.34759
O 1.32886 1.19882 0.50436
H 0.66143 1.79634 0.16712
H 1.66727 1.63402 1.28686
C -4.83913 -1.80045 -0.43360
C -4.67607 -1.09847 0.89005
C -3.31202 -1.38131 1.51348
O -2.15373 -1.00658 0.80895
C -1.69360 0.33018 1.12227
N -5.13091 0.24646 0.85957
H -3.93866 -1.72176 -1.04276
H -5.64875 -1.50413 -1.10054
H -4.88120 -2.88051 -0.29289
H -5.41770 -1.53208 1.56093
H -3.12300 -2.44650 1.38020
H -3.26106 -1.16171 2.57992
H -0.93966 0.73291 0.44591
H -1.38507 0.30348 2.16735
H -2.55594 0.97650 0.95872
H -6.11525 0.27782 0.63550
H -4.98505 0.73924 1.72905
C 3.38808 -0.07471 -4.65999
C 3.30328 -0.22607 -3.16394
O 2.45651 0.80883 -2.65855
H 2.36462 -0.29138 -4.96604
H 4.14091 -0.67271 -5.17354
H 3.45411 0.95170 -5.02084
H 4.25575 -0.30635 -2.64006
H 2.90789 -1.20056 -2.87735
H 1.78356 0.43076 -2.08776
C 3.45507 -3.25326 -0.10834
C 3.28770 -1.76229 0.25338
O 2.17678 -1.25156 -0.40545
H 2.61799 -3.88453 0.18980
H 4.25452 -3.56225 0.56508
H 3.75761 -3.49717 -1.12671
H 4.14737 -1.13912 0.00695
H 3.20741 -1.69999 1.33863
H 1.84564 -0.44118 -0.01146
```

Calculated values
- Energy relative to the best compared isomer or geometry (same formula, charge and spin): 31.73 kcal/mol
- LUMO: -0.1690 eV
- Largest force on an atom: 2.52 eV/Å
- SMILES: COC[C@H](C)N.CCO.CCO.O.O.O.O
- 2S+1: 1
- Charge: 0

Charges computed using Löwdin, reported in e:
1 O -0.058
2 H -0.027
3 H -0.007
4 O -0.026
5 H 0.063
6 H 0.067
7 O -0.023
8 H 0.071
9 H 0.069
10 O -0.040
11 H 0.020
12 H 0.003
13 C -0.066
14 C -0.469
15 C -0.208
16 O -0.188
17 C -0.072
18 N 0.023
19 H 0.076
20 H 0.075
21 H 0.078
22 H 0.125
23 H 0.127
24 H 0.126
25 H 0.057
26 H 0.088
27 H 0.075
28 H 0.074
29 H 0.075
30 C -0.092
31 C -0.336
32 O -0.082
33 H 0.073
34 H 0.073
35 H 0.069
36 H 0.101
37 H 0.099
38 H 0.054
39 C -0.077
40 C -0.332
41 O -0.094
42 H 0.073
43 H 0.063
44 H 0.067
45 H 0.105
46 H 0.105
47 H 0.024



> What is the largest force on an atom in the third record?

2.52 eV/Å



> Look up the LUMO of the second one.

-0.2641 eV



> Which of these has the highest largest force on an atom?

C4H4N2O